No. 1
# C20H28N6O5S2

One molecule with the formula C20H28N6O5S2 (ωB97M-V with the def2-TZVPD basis set, the OMol25 dataset).

## Properties
- SMILES: CCN(CC)S(=O)(=O)c1cccc(-c2nnc(SCC(=O)N3CCC(C(=O)O)CC3)n2N)c1
- Gap between HOMO and LUMO: 9.3 eV
- Molecular weight: 496.61 g mol⁻¹
- E_LUMO: 0.26 eV
- Total energy: -62043.4592 eV

Structure (ORCA input):
```
! RIJCOSX wB97M-V def2-TZVPD def2/J DEFGRID3
* xyz 0 1
C 3.949 -0.730 -3.594
C 2.590 -0.987 -2.950
N 1.514 -0.472 -3.776
C 0.656 -1.383 -4.495
C 1.374 -2.065 -5.655
S 0.880 1.008 -3.482
O 1.849 1.763 -2.719
O 0.434 1.584 -4.715
C -0.584 0.758 -2.460
C -1.734 1.461 -2.772
C -2.868 1.289 -1.994
C -2.851 0.423 -0.915
C -1.691 -0.287 -0.612
C -1.593 -1.187 0.520
N -0.631 -2.075 0.661
N -0.745 -2.651 1.854
C -1.764 -2.110 2.459
S -2.215 -2.299 4.141
C -0.974 -1.103 4.790
C -1.022 0.142 3.923
O -2.031 0.838 3.954
N 0.003 0.438 3.104
C 1.195 -0.336 2.815
C 2.456 0.523 2.911
C 2.348 1.765 2.026
C 2.312 1.423 0.539
O 2.352 0.302 0.094
O 2.220 2.505 -0.208
C 1.075 2.530 2.399
C -0.131 1.610 2.251
N -2.368 -1.186 1.646
N -3.515 -0.448 1.902
C -0.546 -0.116 -1.397
H 4.738 -1.099 -2.943
H 4.081 0.339 -3.737
H 4.026 -1.222 -4.559
H 2.429 -2.056 -2.793
H 2.562 -0.487 -1.980
H -0.166 -0.778 -4.883
H 0.241 -2.138 -3.811
H 0.669 -2.671 -6.217
H 2.171 -2.708 -5.290
H 1.799 -1.314 -6.315
H -1.718 2.127 -3.620
H -3.770 1.834 -2.229
H -3.730 0.288 -0.305
H -1.330 -0.850 5.788
H -0.014 -1.606 4.845
H 1.280 -1.186 3.488
H 1.122 -0.726 1.794
H 3.303 -0.087 2.597
H 2.614 0.838 3.944
H 3.217 2.412 2.178
H 2.155 2.277 -1.177
H 0.950 3.395 1.749
H 1.146 2.875 3.432
H -1.046 2.131 2.539
H -0.221 1.281 1.208
H -4.090 -0.979 2.557
H -3.265 0.426 2.378
H 0.350 -0.659 -1.144
*
```

These are the natural (NBO) partial charges, in e, on atoms 1 to 2: -0.61 -0.24

No. 2
# C28H42FIN5O3SbTi

C28H42FIN5O3SbTi as an isolated structure (ωB97M-V with the def2-TZVPD basis set, the OMol25 dataset).

## Properties
- Gap between HOMO and LUMO (alpha / beta): 7.5 / 7.4 eV
- Molecular weight: 812.21 g mol⁻¹
- E_LUMO (alpha / beta): -7.75 / -7.88 eV
- Total energy: -83760.0465 eV

Structure (ORCA input):
```
! RIJCOSX wB97M-V def2-TZVPD def2/J DEFGRID3
* xyz 3 2
Ti -2.019 -0.290 1.779
C 2.433 -5.420 -1.831
C 1.634 -4.366 -2.580
N 1.160 -3.282 -1.685
C -0.088 -3.313 -1.251
C -0.636 -2.387 -0.380
C -2.077 -2.622 -0.015
O -2.652 -3.619 -0.319
O -2.668 -1.607 0.659
C 0.165 -1.349 0.101
O -0.256 -0.447 0.941
C 1.524 -1.299 -0.366
C 2.392 -0.278 0.065
C 3.675 -0.244 -0.377
F 4.503 0.691 0.107
C 4.190 -1.191 -1.301
C 3.336 -2.193 -1.718
C 2.014 -2.270 -1.255
N 5.508 -1.135 -1.767
C 6.372 -2.300 -1.715
C 7.272 -2.369 -2.936
N 8.047 -1.084 -3.046
C 7.136 0.114 -3.087
C 6.239 0.122 -1.859
H 2.757 -6.190 -2.530
H 1.817 -5.896 -1.068
H 3.316 -5.003 -1.344
H 0.745 -4.813 -3.020
H 2.196 -3.918 -3.396
H -0.721 -4.121 -1.599
H 2.049 0.465 0.770
H 3.705 -2.912 -2.433
H 5.782 -3.211 -1.665
H 6.999 -2.270 -0.811
H 6.699 -2.470 -3.857
H 7.985 -3.187 -2.859
H 8.639 -1.101 -3.879
H 8.682 -1.000 -2.247
H 6.554 0.036 -4.004
H 7.757 1.006 -3.126
H 5.552 0.955 -1.968
H 6.844 0.312 -0.963
I -4.077 -0.083 7.562
C -2.762 -0.303 5.997
C -1.436 -0.688 6.051
N -0.963 -0.694 4.799
N -1.911 -0.336 3.909
C -3.013 -0.095 4.647
H -0.819 -0.950 6.895
H -0.027 -0.915 4.502
H -3.940 0.210 4.183
C -6.116 0.753 1.315
C -5.292 1.248 0.129
C -6.024 2.265 -0.740
Sb -3.430 1.999 0.917
C -3.832 3.421 2.494
C -4.924 4.418 2.119
C -2.508 4.086 2.864
C -2.313 2.973 -0.653
C -2.227 1.996 -1.824
C -2.905 4.323 -1.043
H -7.043 0.304 0.952
H -6.393 1.562 1.993
H -5.590 -0.019 1.883
H -4.976 0.396 -0.475
H -6.277 3.173 -0.193
H -6.962 1.826 -1.091
H -5.447 2.541 -1.622
H -4.174 2.796 3.322
H -4.661 5.004 1.239
H -5.068 5.120 2.945
H -5.880 3.930 1.937
H -2.110 4.681 2.040
H -1.749 3.359 3.162
H -2.663 4.763 3.706
H -1.323 3.109 -0.216
H -3.207 1.793 -2.259
H -1.779 1.042 -1.531
H -1.607 2.427 -2.614
H -3.931 4.233 -1.398
H -2.317 4.757 -1.855
H -2.888 5.031 -0.215
*
```

These are the Löwdin partial charges, in e, on atoms 1 to 2: 1.03 -0.04

No. 3
# C12H38N5O7

A 7-piece molecular cluster, C12H38N5O7 overall (ωB97M-V with the def2-TZVPD basis set, the OMol25 dataset).

## Properties
- Gap between HOMO and LUMO: 9.5 eV
- Molecular weight: 364.46 g mol⁻¹
- E_LUMO: 2.97 eV
- Total energy: -34846.8896 eV

Structure (ORCA input):
```
! RIJCOSX wB97M-V def2-TZVPD def2/J DEFGRID3
* xyz -1 1
O 0.416 0.038 -0.273
H -0.464 0.263 0.045
C 2.446 4.311 -0.630
C 1.998 2.973 -1.155
O 0.715 2.693 -0.573
H 1.801 5.110 -0.996
H 3.443 4.482 -1.062
H 2.594 4.367 0.446
H 2.720 2.220 -0.823
H 1.825 2.943 -2.236
H 0.636 1.689 -0.564
C -0.636 0.394 -5.040
C 0.100 0.308 -3.714
O -0.823 0.619 -2.696
H -1.566 -0.156 -5.157
H 0.056 0.244 -5.874
H -0.929 1.444 -5.168
H 0.985 0.953 -3.747
H 0.423 -0.729 -3.536
H -0.345 0.530 -1.831
C -0.569 -4.658 -1.362
C 0.032 -3.263 -1.240
O -0.465 -2.546 -0.121
H -1.654 -4.667 -1.295
H -0.102 -5.330 -0.642
H -0.260 -5.069 -2.327
H -0.086 -2.619 -2.119
H 1.123 -3.330 -1.152
H -0.194 -1.596 -0.205
C 1.532 0.192 3.130
O 1.806 0.422 4.321
N 1.438 1.173 2.207
N 1.239 -1.049 2.665
H 1.109 0.969 1.263
H 1.450 2.105 2.581
H 1.079 -1.206 1.681
H 1.411 -1.820 3.285
C 3.935 -0.656 -1.239
O 5.042 -0.811 -1.751
N 2.736 -0.933 -1.824
N 3.790 -0.223 0.054
H 1.898 -0.470 -1.487
H 2.786 -1.276 -2.766
H 2.846 -0.145 0.390
H 4.557 0.038 0.638
C -3.948 -1.213 3.567
C -3.205 -1.018 2.247
C -2.646 0.428 2.138
O -3.754 1.302 2.114
C -3.336 2.648 2.067
N -2.058 -1.946 2.279
H -3.440 -0.799 4.438
H -4.225 -2.247 3.763
H -4.876 -0.642 3.442
H -3.770 -1.280 1.353
H -2.150 0.531 1.161
H -1.918 0.695 2.915
H -4.215 3.285 1.963
H -2.637 2.823 1.243
H -2.858 2.977 2.999
H -1.314 -1.496 2.819
H -1.528 -1.975 1.394
*
```

These are the natural (NBO) partial charges, in e, on atoms 1 to 2: -1.27 0.45

No. 4
# C4H13N3O

One molecule with the formula C4H13N3O (ωB97M-V with the def2-TZVPD basis set, the OMol25 dataset).

## Properties
- SMILES: NCC(O)(CN)CN
- Gap between HOMO and LUMO: 9.8 eV
- Molecular weight: 119.17 g mol⁻¹
- E_LUMO: 0.77 eV
- Total energy: -10869.5143 eV

Structure (ORCA input):
```
! RIJCOSX wB97M-V def2-TZVPD def2/J DEFGRID3
* xyz 0 1
N 1.637 -0.714 1.337
C 1.530 0.500 0.294
C 0.119 0.336 -0.033
O -0.782 0.938 0.904
C 0.058 0.983 -1.470
N -1.426 1.188 -1.563
C -0.431 -1.240 -0.484
N -0.881 -1.691 0.831
H 1.861 -0.037 2.327
H 2.571 -1.449 1.658
H 2.119 0.079 -0.451
H 2.016 1.368 0.960
H -1.126 -0.028 1.220
H 0.265 -0.062 -2.236
H 0.947 1.851 -1.665
H -1.730 1.756 -0.577
H -1.521 1.713 -2.359
H 0.543 -1.971 -0.495
H -1.112 -1.336 -1.404
H -0.082 -1.850 1.221
H -1.451 -2.498 0.490
*
```

These are the natural (NBO) partial charges, in e, on atoms 1 to 2: -0.96 -0.24

No. 5
# CH6NO

A 2-piece molecular cluster, CH6NO overall (ωB97M-V with the def2-TZVPD basis set, the OMol25 dataset).

## Properties
- Gap between HOMO and LUMO: 11.1 eV
- Molecular weight: 48.07 g mol⁻¹
- E_LUMO: -5.46 eV
- Total energy: -4664.5443 eV

Structure (ORCA input):
```
! RIJCOSX wB97M-V def2-TZVPD def2/J DEFGRID3
* xyz 1 1
O -1.363 -1.160 0.747
H 0.214 -0.539 -0.050
H -2.005 -1.293 0.033
H -1.612 -1.891 1.330
C 1.030 1.232 -0.077
N 0.663 0.164 -0.660
H 0.776 1.404 0.968
H 1.489 2.034 -0.633
H 0.807 0.050 -1.658
*
```

These are the natural (NBO) partial charges, in e, on atoms 1 to 2: -0.97 0.48

No. 6
# C30H82N7O8

A 7-piece molecular cluster, C30H82N7O8 overall (ωB97M-V with the def2-TZVPD basis set, the OMol25 dataset).

## Properties
- Gap between HOMO and LUMO: 6.8 eV
- Molecular weight: 669.03 g mol⁻¹
- E_LUMO: -8.18 eV
- Total energy: -59197.2084 eV

Structure (ORCA input):
```
! RIJCOSX wB97M-V def2-TZVPD def2/J DEFGRID3
* xyz 5 1
C 3.895 -5.683 -0.923
N 4.951 -5.395 -2.070
C 4.297 -5.855 -3.380
C 5.279 -3.909 -2.112
C 6.184 -6.193 -1.786
C 7.510 -5.805 -2.569
O 7.406 -5.899 -3.984
H 2.920 -5.343 -1.273
H 4.196 -5.148 -0.023
H 3.826 -6.766 -0.817
H 4.153 -6.934 -3.322
H 4.892 -5.673 -4.276
H 3.314 -5.387 -3.421
H 6.024 -3.601 -1.378
H 4.294 -3.459 -1.985
H 5.733 -3.788 -3.095
H 5.975 -7.262 -1.835
H 6.245 -5.824 -0.762
H 8.332 -6.406 -2.181
H 7.752 -4.809 -2.198
H 7.464 -6.832 -4.202
C -6.478 -2.403 -6.651
N -6.538 -3.574 -5.719
C -7.890 -3.502 -4.972
C -6.498 -4.919 -6.556
C -5.416 -3.513 -4.638
C -3.963 -3.922 -5.107
O -3.623 -3.334 -6.327
H -5.807 -2.654 -7.472
H -6.205 -1.458 -6.181
H -7.422 -2.189 -7.152
H -7.790 -2.741 -4.198
H -8.067 -4.461 -4.486
H -8.709 -3.252 -5.646
H -6.347 -5.778 -5.902
H -5.727 -4.791 -7.315
H -7.436 -5.010 -7.105
H -5.727 -4.028 -3.729
H -5.403 -2.470 -4.322
H -3.924 -5.001 -5.257
H -3.210 -3.636 -4.372
H -2.665 -3.291 -6.286
C 3.618 5.782 -4.358
C 2.342 5.084 -3.858
C 1.068 5.620 -4.536
O -0.008 5.169 -3.770
C -1.158 5.350 -4.508
N 2.328 3.568 -4.118
H 3.158 3.165 -3.708
H 1.635 3.155 -3.510
H 2.309 3.220 -5.066
H 3.605 6.851 -4.145
H 3.626 5.641 -5.439
H 4.591 5.404 -4.046
H 2.387 5.212 -2.777
H 1.073 5.418 -5.608
H 1.103 6.705 -4.438
H -1.990 5.142 -3.836
H -1.324 4.739 -5.395
H -1.366 6.398 -4.722
C -1.536 8.590 2.469
C -0.406 8.488 1.447
C -0.338 9.593 0.428
O 0.818 9.542 -0.444
C 1.304 10.823 -0.856
N 0.895 8.514 2.184
H 0.970 7.772 2.864
H 1.628 8.428 1.495
H 1.094 9.357 2.704
H -1.333 9.513 3.014
H -1.686 7.723 3.112
H -2.475 8.674 1.923
H -0.304 7.540 0.919
H -0.282 10.593 0.859
H -1.274 9.600 -0.130
H 0.556 11.277 -1.505
H 2.189 10.661 -1.472
H 1.608 11.526 -0.081
C 6.091 1.251 7.325
C 4.958 0.550 6.611
C 4.107 -0.501 7.439
O 3.624 0.312 8.495
C 2.762 -0.355 9.480
N 4.069 1.549 5.847
H 3.622 1.061 5.084
H 3.389 2.120 6.329
H 4.707 2.165 5.364
H 6.677 1.817 6.601
H 6.618 0.517 7.934
H 5.730 2.069 7.948
H 5.506 0.074 5.797
H 4.659 -1.315 7.909
H 3.345 -0.924 6.785
H 2.281 0.433 10.060
H 3.405 -0.897 10.173
H 2.000 -0.955 8.982
C -4.479 -0.267 1.654
C -4.834 -1.472 2.371
C -3.603 -2.389 2.514
N -3.863 -3.631 3.391
C -5.166 -4.365 2.971
C -2.659 -4.633 3.341
C -1.681 -4.054 4.216
C -2.489 -3.483 5.391
C -3.900 -3.213 4.872
H -3.767 -0.414 0.842
H -3.988 0.400 2.363
H -5.429 0.141 1.310
H -5.714 -1.943 1.933
H -5.163 -1.200 3.374
H -2.802 -1.837 3.004
H -3.299 -2.661 1.503
H -5.325 -4.499 1.901
H -6.023 -3.728 3.191
H -5.237 -5.325 3.481
H -2.958 -5.617 3.702
H -2.300 -4.680 2.313
H -0.857 -4.723 4.461
H -1.227 -3.273 3.606
H -2.365 -4.075 6.297
H -2.030 -2.521 5.617
H -4.655 -3.670 5.512
H -4.137 -2.151 4.813
N 1.075 0.570 0.427
O 0.773 1.695 0.894
O 1.838 -0.090 1.049
O 0.492 0.198 -0.581
*
```

These are the Löwdin partial charges, in e, on atoms 1 to 2: 0.04 -0.35

No. 7
# CH2Cl3OP

CH2Cl3OP as an isolated structure (ωB97M-V with the def2-TZVPD basis set, the OMol25 dataset).

## Properties
- Gap between HOMO and LUMO (alpha / beta): 8.1 / 8.1 eV
- Molecular weight: 167.36 g mol⁻¹
- E_LUMO (alpha / beta): -1.60 / -1.60 eV
- Total energy: -49972.2781 eV

Structure (ORCA input):
```
! RIJCOSX wB97M-V def2-TZVPD def2/J DEFGRID3
* xyz 0 1
C -1.903 -0.004 -0.478
O -0.819 -0.033 2.088
P -0.721 0.160 0.660
Cl -3.027 -1.272 -0.080
Cl 0.178 1.948 0.262
Cl 4.369 -0.828 -0.102
H 3.644 -0.095 -0.780
H -1.721 0.125 -1.570
*
```

These are the natural (NBO) partial charges, in e, on atoms 1 to 2: -0.77 -0.98

No. 8
# CH5Cl2OPSi

A 2-piece molecular cluster, CH5Cl2OPSi overall (ωB97M-V with the def2-TZVPD basis set, the OMol25 dataset).

## Properties
- Gap between HOMO and LUMO (alpha / beta): 6.3 / 8.9 eV
- Molecular weight: 163.02 g mol⁻¹
- E_LUMO (alpha / beta): -3.03 / -1.13 eV
- Total energy: -45374.9868 eV

Structure (ORCA input):
```
! RIJCOSX wB97M-V def2-TZVPD def2/J DEFGRID3
* xyz 0 1
C -1.167 -0.263 0.174
O 1.221 -3.560 1.061
Si 0.601 -0.184 -0.370
P -0.163 -3.412 0.607
Cl -1.378 -4.379 1.894
Cl -0.352 -4.470 -1.208
H -1.598 0.047 1.067
H -1.768 -0.686 -0.512
H 1.329 -0.145 0.936
H 0.792 -1.131 -1.429
H 0.822 1.117 -0.892
*
```

These are the natural (NBO) partial charges, in e, on atoms 1 to 2: -0.64 -0.97

No. 9
# C13H38F9N5O11S

A 10-piece molecular cluster, C13H38F9N5O11S overall (ωB97M-V with the def2-TZVPD basis set, the OMol25 dataset).

## Properties
- Gap between HOMO and LUMO: 2.5 eV
- Molecular weight: 643.52 g mol⁻¹
- E_LUMO: -1.69 eV
- Total energy: -79341.0696 eV

Structure (ORCA input):
```
! RIJCOSX wB97M-V def2-TZVPD def2/J DEFGRID3
* xyz 0 1
N 2.059 -5.840 -5.970
H 1.423 -5.426 -6.637
H 2.634 -5.093 -5.608
H 2.638 -6.580 -6.341
H 1.416 -6.076 -5.228
N -3.817 -0.321 -4.204
H -4.491 0.326 -3.821
H -3.917 -0.521 -5.189
H -3.882 -1.173 -3.666
H -2.910 0.099 -4.057
N 6.003 1.751 -2.811
H 5.294 2.141 -2.205
H 6.882 2.245 -2.858
H 5.598 1.648 -3.730
H 6.204 0.891 -2.321
N 4.878 0.176 3.054
H 4.474 0.881 2.455
H 4.201 -0.347 3.592
H 5.570 0.545 3.691
H 5.303 -0.446 2.381
N 1.616 -1.632 -0.970
H 1.572 -0.711 -0.558
H 0.952 -2.185 -0.447
H 2.493 -2.127 -0.890
H 1.390 -1.521 -1.948
C -3.303 -7.437 -0.181
F -2.589 -8.328 0.364
F -4.239 -7.843 -1.137
F -4.069 -6.794 0.736
S -2.181 -6.096 -1.014
O -1.490 -5.522 0.093
O -1.257 -6.737 -1.930
O -3.044 -5.099 -1.682
O 1.976 3.095 -0.653
C 0.820 3.654 -1.257
C 0.412 3.469 -2.779
O 0.350 2.205 -3.475
H 0.783 4.733 -1.105
H -0.089 3.248 -0.814
H 0.952 4.082 -3.501
H -0.621 3.788 -2.912
O 6.497 -2.746 -1.218
C 6.711 -3.611 -2.338
C 6.678 -3.194 -3.913
O 5.639 -2.494 -4.522
H 5.990 -4.426 -2.286
H 7.664 -4.083 -2.098
H 6.779 -4.136 -4.452
H 7.600 -2.648 -4.114
C -0.631 4.373 5.991
C -0.248 3.097 5.397
O -0.702 1.972 6.229
C -0.523 0.667 5.859
O 0.149 0.299 4.905
C -1.134 -0.491 6.758
F -0.180 -1.373 7.140
F -1.785 -0.030 7.771
F -2.073 -1.108 6.053
H -1.720 4.406 5.985
H -0.355 5.249 5.404
H -0.449 4.513 7.057
H 0.840 3.033 5.416
H -0.427 3.108 4.322
C -6.941 5.671 1.032
C -5.472 5.310 1.351
O -5.278 3.906 1.671
C -5.276 2.878 0.819
O -5.442 3.081 -0.401
C -5.058 1.561 1.417
F -6.105 0.785 1.107
F -3.880 1.079 0.937
F -4.952 1.579 2.768
H -7.110 6.728 0.826
H -7.543 5.408 1.902
H -7.248 5.069 0.177
H -5.088 5.944 2.151
H -4.925 5.500 0.427
*
```

These are the Löwdin partial charges, in e, on atoms 1 to 2: 0.33 0.15